The following is a quantum chemistry calculation of a molecular structure, C28H24Cl2FeIN7P, from the OMol25 dataset.

Geometry (Å):
Fe: -0.278 -0.065 -0.064
C: 5.004 0.756 1.398
N: 3.880 0.229 0.646
C: 3.936 -0.769 -0.292
C: 2.656 -0.971 -0.720
N: 1.828 -0.111 -0.064
C: 2.578 0.601 0.751
P: 1.890 1.810 1.912
C: 0.735 2.612 0.760
N: -0.148 1.965 0.019
C: -0.915 2.908 -0.599
C: -0.482 4.147 -0.228
N: 0.560 3.954 0.639
C: 1.342 4.998 1.277
C: 0.675 0.682 2.657
N: -0.152 -0.082 1.965
C: -0.830 -0.851 2.864
C: -0.419 -0.528 4.124
N: 0.535 0.444 3.987
C: 1.294 1.047 5.066
H: 5.923 0.413 0.930
H: 4.981 0.405 2.429
H: 4.990 1.844 1.387
H: 4.863 -1.249 -0.552
H: 2.272 -1.695 -1.421
H: -1.723 2.630 -1.255
H: -0.818 5.133 -0.500
H: 1.009 5.958 0.893
H: 2.400 4.877 1.049
H: 1.203 4.982 2.357
H: -1.534 -1.595 2.537
H: -0.699 -0.913 5.089
H: 0.849 0.745 6.010
H: 1.263 2.133 4.996
H: 2.332 0.715 5.045
I: -0.285 -0.006 -2.868
C: -2.366 -0.146 -2.761
C: -3.033 -0.294 -3.941
C: -4.442 -0.352 -3.936
C: -5.112 -0.226 -2.757
C: -4.423 -0.056 -1.529
C: -5.155 0.114 -0.333
C: -4.483 0.309 0.837
C: -3.074 0.290 0.859
C: -2.275 0.076 -0.248
C: -2.997 -0.044 -1.487
H: -2.492 -0.368 -4.875
H: -4.976 -0.482 -4.868
H: -6.195 -0.250 -2.738
H: -6.237 0.103 -0.371
H: -5.032 0.466 1.758
H: -2.606 0.456 1.819
Cl: 1.875 -2.779 1.846
C: 0.956 -3.819 0.770
C: 1.224 -5.171 0.788
C: 0.508 -6.042 -0.021
C: -0.484 -5.521 -0.847
C: -0.742 -4.172 -0.869
Cl: -1.994 -3.557 -1.911
C: -0.039 -3.207 -0.064
N: -0.294 -1.940 -0.107
H: 1.994 -5.541 1.451
H: 0.714 -7.104 -0.006
H: -1.065 -6.170 -1.488

Force components x, y, z for each atom (eV/Å):
Fe 0.39 0.11 -0.16
C 0.00 -0.02 0.02
N 0.00 0.00 -0.08
C 0.01 0.03 -0.01
C 0.02 0.07 -0.05
N -0.24 -0.06 -0.09
C 0.01 -0.05 -0.01
P -0.04 0.05 0.03
C -0.05 0.00 0.10
N -0.02 -0.08 -0.03
C 0.03 0.00 -0.03
C 0.00 0.00 0.01
N 0.03 0.02 -0.07
C -0.03 0.00 0.02
C -0.05 0.00 -0.01
N -0.20 0.10 -0.15
C 0.05 -0.08 -0.06
C 0.05 -0.06 0.00
N 0.06 -0.02 0.01
C 0.00 0.00 0.00
H 0.00 0.00 0.00
H 0.00 0.00 0.00
H -0.01 0.00 0.00
H 0.00 0.00 0.00
H 0.00 0.00 0.01
H 0.00 0.01 0.00
H 0.00 0.00 0.00
H 0.00 0.00 0.00
H 0.00 0.00 0.00
H 0.00 0.00 0.00
H -0.05 0.04 -0.02
H -0.01 0.00 0.00
H 0.00 0.00 0.00
H 0.00 0.00 -0.01
H 0.00 0.00 0.00
I 0.06 -0.01 0.29
C -0.06 -0.03 0.06
C -0.04 -0.01 -0.02
C 0.03 0.01 0.00
C 0.00 0.00 0.00
C -0.03 -0.02 -0.03
C 0.03 0.02 0.07
C -0.09 -0.01 -0.08
C 0.11 0.05 -0.02
C -0.07 0.07 0.13
C 0.07 -0.06 -0.12
H 0.00 0.00 0.00
H 0.00 0.00 0.00
H 0.00 0.00 0.01
H 0.00 -0.01 0.00
H 0.01 0.01 0.01
H 0.00 0.00 0.07
Cl 0.02 -0.02 0.16
C -0.02 0.06 -0.05
C -0.12 0.03 -0.09
C 0.07 -0.15 0.03
C 0.05 0.14 0.07
C 0.04 -0.03 0.05
Cl -0.05 0.08 -0.04
C 0.09 -0.45 -0.03
N -0.08 0.25 0.07
H 0.03 0.01 0.03
H 0.00 0.02 0.00
H -0.03 0.00 -0.02

Results
energy	-4287.78927	a.u.
spin multiplicity	2
gap between HOMO and LUMO (alpha / beta)	5.7833 / 5.4477	eV
energy relative to the best compared isomer or geometry (same formula, charge and spin)	1.6	kcal/mol
LUMO energy (alpha / beta)	0.002 / 0.002	Ha
F_max	0.47	eV Å⁻¹